[1]
134
Properties=species:S:1:pos:R:3:forces:R:3 method="wB97M-V/def2-TZVPD" smiles="O=S(=O)(BCC[C@@](F)(Br)C(F)(F)Br)C(F)(F)F.COCCOC.COCCOC.COCCOC.COCCOC.COCCOC.COCCOC.COCCOC" molar_mass_g_mol=1044.62 lumo_ev=-0.87 orbital_gap_ev=8.10 total_energy_ev=-236088.8786
O -2.081 -4.731 -0.570 -0.1 0.0 0.1
S -1.391 -4.232 0.589 0.0 0.0 -0.1
O -1.694 -4.679 1.920 -0.1 0.0 0.1
B 0.433 -4.442 0.239 0.2 0.1 -0.1
C 1.402 -3.291 -0.098 0.1 0.0 0.0
C 2.530 -3.667 -1.084 -0.1 -0.1 0.1
C 2.223 -3.245 -2.522 0.1 -0.1 0.0
F 1.456 -2.114 -2.541 0.0 0.2 0.0
Br 3.830 -2.880 -3.526 0.0 -0.1 0.0
C 1.372 -4.286 -3.285 0.1 -0.1 0.3
F 0.236 -4.435 -2.571 -0.2 -0.1 0.1
F 1.036 -3.840 -4.484 -0.1 0.2 -0.3
Br 2.208 -6.015 -3.464 0.1 0.0 0.0
C -1.730 -2.405 0.605 -0.1 0.1 0.0
F -0.969 -1.810 1.532 -0.1 0.0 -0.1
F -1.447 -1.869 -0.586 -0.1 0.0 0.1
F -3.013 -2.197 0.885 0.2 0.0 0.0
H 0.755 -5.578 0.340 -0.1 0.0 0.0
H 0.902 -2.374 -0.405 0.1 0.0 0.0
H 1.867 -3.052 0.874 -0.1 -0.1 0.0
H 2.671 -4.748 -1.091 0.2 0.0 0.0
H 3.480 -3.231 -0.783 -0.1 0.1 -0.1
C 6.949 1.731 -7.372 0.0 0.0 0.0
O 6.868 1.907 -5.971 0.0 0.0 0.0
C 5.722 1.317 -5.386 0.0 0.0 -0.1
C 6.040 0.003 -4.708 0.1 -0.1 0.0
O 6.455 -0.993 -5.631 0.0 0.0 0.0
C 7.858 -1.167 -5.691 0.0 0.0 0.0
H 7.925 2.097 -7.686 0.0 0.0 0.0
H 6.851 0.679 -7.655 0.0 0.0 0.0
H 6.174 2.309 -7.887 0.0 0.0 0.0
H 4.945 1.159 -6.142 0.0 0.0 0.0
H 5.330 2.013 -4.639 0.0 0.0 0.0
H 5.140 -0.373 -4.215 0.0 0.1 0.0
H 6.813 0.156 -3.946 0.0 0.0 0.0
H 8.242 -1.612 -4.766 0.0 0.0 0.0
H 8.375 -0.220 -5.866 0.0 0.0 0.0
H 8.062 -1.847 -6.517 0.0 0.0 0.0
C -5.148 3.286 0.408 0.0 0.1 0.0
O -4.021 2.501 0.751 0.0 0.0 0.0
C -4.011 1.217 0.154 0.0 0.0 0.0
C -3.094 1.156 -1.048 0.1 0.0 0.0
O -3.546 1.978 -2.108 0.0 0.0 0.0
C -2.867 3.217 -2.200 0.0 0.0 0.0
H -4.973 4.291 0.790 0.0 0.0 0.0
H -5.297 3.330 -0.674 0.0 0.0 0.0
H -6.057 2.890 0.876 0.0 0.0 0.0
H -5.024 0.925 -0.143 0.0 0.0 0.0
H -3.662 0.503 0.906 0.0 0.0 0.0
H -3.058 0.126 -1.417 0.0 0.0 0.0
H -2.079 1.445 -0.749 0.0 0.0 0.0
H -1.835 3.076 -2.541 0.0 0.0 0.0
H -2.857 3.745 -1.243 0.0 0.0 0.0
H -3.389 3.820 -2.940 0.0 0.0 0.0
C 6.169 -4.417 -5.601 0.0 0.0 0.0
O 5.941 -5.518 -4.741 0.0 0.0 0.0
C 5.760 -6.746 -5.423 0.0 0.0 0.0
C 7.011 -7.598 -5.399 0.0 0.0 0.0
O 8.075 -6.999 -6.117 0.0 0.0 0.0
C 9.027 -6.354 -5.295 0.0 0.0 0.0
H 6.441 -3.566 -4.978 0.0 0.0 0.0
H 6.982 -4.617 -6.304 0.0 0.0 0.0
H 5.265 -4.160 -6.163 0.0 0.0 0.0
H 5.458 -6.565 -6.460 0.0 0.0 0.0
H 4.950 -7.290 -4.926 0.0 0.0 0.0
H 6.793 -8.563 -5.866 0.0 0.0 0.0
H 7.308 -7.783 -4.361 0.0 0.0 0.0
H 9.598 -7.081 -4.707 0.0 0.0 0.0
H 8.555 -5.641 -4.613 0.0 0.0 0.0
H 9.711 -5.821 -5.954 0.0 0.0 0.0
C -3.138 -2.717 4.343 0.0 0.0 0.0
O -3.805 -3.364 5.411 0.0 0.0 0.0
C -3.231 -4.615 5.751 0.0 0.0 -0.1
C -2.349 -4.519 6.978 0.0 0.0 0.0
O -1.207 -3.710 6.757 0.0 0.0 0.0
C -1.337 -2.394 7.262 0.0 0.0 0.0
H -3.545 -1.709 4.269 0.0 0.0 0.0
H -2.061 -2.657 4.521 0.0 0.0 0.0
H -3.311 -3.246 3.402 0.0 0.0 0.0
H -2.652 -5.008 4.909 0.0 0.0 0.0
H -4.048 -5.313 5.956 0.0 0.0 0.0
H -2.002 -5.521 7.245 0.0 0.0 0.0
H -2.934 -4.127 7.818 0.0 0.0 0.0
H -1.338 -2.388 8.357 0.0 0.0 0.0
H -2.252 -1.915 6.906 0.0 0.0 0.0
H -0.478 -1.822 6.916 0.0 0.0 0.0
C -1.605 1.648 8.127 0.0 0.0 0.0
O -0.633 0.667 8.434 0.0 -0.1 0.0
C 0.560 1.192 8.989 0.0 0.0 0.0
C 0.614 1.006 10.489 0.0 0.0 0.0
O -0.392 1.750 11.153 0.0 0.0 0.0
C -1.511 0.977 11.543 0.0 0.0 0.0
H -2.522 1.121 7.869 0.0 0.0 0.0
H -1.795 2.307 8.977 0.0 0.0 0.0
H -1.294 2.255 7.269 0.0 0.0 0.0
H 0.657 2.256 8.746 0.0 0.0 0.0
H 1.403 0.662 8.535 0.0 0.0 0.0
H 1.584 1.353 10.856 0.0 0.0 0.0
H 0.522 -0.059 10.729 0.0 0.0 0.0
H -1.247 0.281 12.347 0.0 0.0 0.0
H -1.922 0.409 10.704 0.0 0.0 0.0
H -2.265 1.669 11.912 0.0 0.0 0.0
C -3.431 5.167 -5.673 0.0 0.0 0.0
O -2.279 4.447 -5.277 0.0 0.0 0.0
C -2.213 3.137 -5.818 0.0 0.0 0.0
C -1.252 3.067 -6.984 0.0 0.0 0.0
O -1.691 3.843 -8.085 0.0 0.0 0.0
C -1.039 5.092 -8.200 0.0 0.0 0.0
H -3.297 6.196 -5.342 0.0 0.0 0.0
H -3.562 5.152 -6.758 0.0 0.0 0.0
H -4.333 4.759 -5.203 0.0 0.0 0.0
H -3.206 2.804 -6.134 0.0 0.0 0.0
H -1.868 2.463 -5.028 0.0 0.0 0.0
H -1.174 2.028 -7.318 0.0 0.0 0.0
H -0.258 3.394 -6.660 0.0 0.0 0.0
H 0.011 4.963 -8.485 0.0 0.0 0.0
H -1.085 5.660 -7.268 0.0 0.0 0.0
H -1.549 5.648 -8.985 0.0 0.0 0.0
C -7.106 7.221 5.256 0.0 0.0 0.0
O -6.001 6.399 5.576 0.0 0.0 0.0
C -6.009 5.146 4.916 0.0 0.0 0.0
C -5.074 5.123 3.728 0.0 0.0 -0.1
O -5.495 6.014 2.707 0.0 0.0 0.0
C -4.765 7.225 2.672 0.0 0.0 0.0
H -6.923 8.195 5.706 0.0 0.0 0.0
H -7.222 7.338 4.175 0.0 0.0 0.0
H -8.035 6.811 5.669 0.0 0.0 0.0
H -7.023 4.894 4.588 0.0 0.0 0.0
H -5.687 4.387 5.635 0.0 0.0 0.0
H -5.056 4.114 3.305 0.0 0.0 0.0
H -4.057 5.370 4.051 0.0 0.0 0.0
H -3.741 7.057 2.319 0.0 0.0 0.0
H -4.727 7.701 3.655 0.0 0.0 0.0
H -5.273 7.887 1.972 0.0 0.0 0.0


[2]
27
Properties=species:S:1:pos:R:3:forces:R:3 method="wB97M-V/def2-TZVPD" smiles="CC(=O)Cc1nc2ccccc2o1.C" molar_mass_g_mol=191.23 lumo_ev=0.74 orbital_gap_ev=9.97 total_energy_ev=-17202.1568 e_above_lowest_kcal_mol=38.8
C 3.334 -1.058 -0.936 1.1 0.9 0.3
C 3.295 0.289 -0.162 1.5 -1.5 -0.5
O 4.093 1.133 -0.491 -0.9 0.4 0.7
C 2.374 0.404 1.090 0.9 1.2 0.5
C 0.991 -0.020 0.811 1.4 2.1 -1.6
N 0.202 -0.581 1.595 -1.5 -1.4 1.4
C -0.974 -0.753 0.853 -1.1 -0.7 -0.4
C -2.247 -1.313 1.067 0.2 -0.5 0.7
C -3.153 -1.412 -0.014 1.9 0.5 1.1
C -2.788 -0.940 -1.290 -0.1 1.1 0.9
C -1.622 -0.190 -1.480 -0.2 -1.6 0.6
C -0.747 -0.263 -0.397 0.3 2.3 -2.4
O 0.498 0.356 -0.446 -0.1 -1.6 1.5
H 4.406 -1.446 -0.951 -1.5 0.6 -0.1
H 2.917 -1.005 -1.941 0.3 0.3 -0.1
H 2.709 -1.704 -0.400 -0.8 -1.5 0.8
H 2.685 -0.032 2.088 0.1 -0.1 -1.6
H 2.434 1.484 1.306 -0.4 -0.2 -0.1
H -2.459 -1.713 2.086 -0.2 0.4 -1.0
H -4.118 -1.782 0.250 -0.5 -0.4 -0.4
H -3.509 -0.976 -2.064 -0.6 -0.1 -0.7
H -1.371 0.298 -2.420 0.0 -0.2 0.3
C -3.261 3.054 0.119 0.7 -0.7 -0.1
H -3.670 2.588 1.041 0.5 0.3 -0.6
H -2.670 2.323 -0.501 -0.6 0.6 0.8
H -2.624 3.917 0.343 -0.1 -0.3 0.2
H -4.073 3.414 -0.485 -0.5 0.1 -0.3


[3]
20
Properties=species:S:1:pos:R:3:forces:R:3 method="wB97M-V/def2-TZVPD" charge=+1 molar_mass_g_mol=108.23 lumo_ev=-3.69 orbital_gap_ev=8.45 total_energy_ev=-16693.6251 e_above_lowest_kcal_mol=13.1
C -0.175 -1.516 1.587 0.5 0.1 0.3
C 1.054 -2.270 1.115 0.1 0.8 -1.3
S 0.132 0.241 1.999 -0.2 -0.2 -0.2
H -0.950 -1.571 0.832 -0.2 0.2 -0.2
H -0.590 -1.970 2.471 -0.2 -0.2 0.3
H 0.754 -3.264 0.821 0.2 -0.6 0.2
H 0.310 0.058 3.311 0.1 0.1 0.0
H 1.925 -2.235 1.747 -0.1 -0.3 0.7
H 1.446 -1.814 0.191 -0.3 0.0 0.0
C 0.019 0.646 -1.968 0.2 0.9 0.1
C -1.311 0.222 -2.534 0.4 -0.5 0.2
N 0.137 2.173 -2.073 -0.4 -0.6 0.5
H 0.101 0.494 -0.902 0.1 -0.5 0.2
H 0.922 0.312 -2.457 0.0 -0.6 -0.2
H -1.470 0.640 -3.524 -0.3 0.2 0.0
H -2.092 0.413 -1.805 -0.3 0.5 -0.2
H 1.017 2.463 -1.648 0.1 0.3 -0.2
H 0.059 2.479 -3.040 0.1 0.2 0.0
H -0.628 2.568 -1.525 0.0 0.3 -0.1
H -1.352 -0.852 -2.653 0.3 -0.3 -0.1


[4]
49
Properties=species:S:1:pos:R:3:forces:R:3 method="wB97M-V/def2-TZVPD" smiles=OCCO.OCCO.OCCO.OCCO.O.O.O molar_mass_g_mol=302.32 lumo_ev=0.36 orbital_gap_ev=10.30 total_energy_ev=-31301.9891 e_above_lowest_kcal_mol=68.6
O -0.384 0.197 -1.061 -0.2 -0.9 0.9
C -1.777 -0.016 -1.138 -0.2 0.4 -3.2
C -2.390 1.074 -2.049 1.7 0.8 -0.6
O -3.740 0.899 -2.121 -1.7 -0.8 0.3
H -0.218 1.072 -1.355 0.6 1.3 -0.2
H -1.887 -0.925 -1.720 -0.3 -0.5 0.3
H -2.315 -0.104 -0.233 -0.2 0.2 1.3
H -1.935 1.039 -3.093 -0.1 -0.3 1.1
H -2.132 2.085 -1.675 0.0 -0.3 0.2
H -4.208 1.658 -2.463 0.1 0.3 -0.1
O 0.618 -0.226 -5.437 0.5 -0.7 -1.2
C 1.248 -0.110 -4.196 -1.1 -1.0 0.8
C 2.373 -1.094 -3.978 -0.1 -1.1 -1.2
O 3.195 -0.628 -2.975 1.1 1.5 -0.3
H -0.139 0.334 -5.344 -0.8 0.3 -0.4
H 1.594 0.880 -4.071 0.9 1.2 0.3
H 0.442 -0.263 -3.478 0.3 -0.1 0.8
H 2.986 -1.145 -4.888 -0.2 0.1 -0.1
H 2.047 -2.146 -3.827 -0.2 0.6 0.1
H 3.204 -1.085 -2.160 -0.4 -0.8 1.2
O -0.856 -1.968 2.425 -1.3 -0.2 0.7
C -1.514 -0.739 2.611 0.3 -0.6 -0.3
C -3.009 -0.904 2.745 1.5 -1.1 -1.6
O -3.517 0.394 2.691 -1.1 0.5 1.2
H -0.216 -1.853 1.740 0.9 0.0 -1.1
H -1.115 -0.313 3.505 0.1 0.7 0.9
H -1.326 -0.026 1.800 0.0 -0.2 -0.1
H -3.252 -1.479 3.631 -0.2 0.1 0.3
H -3.364 -1.454 1.868 0.0 -0.3 0.1
H -4.129 0.335 3.428 -0.5 1.1 -0.1
O -0.892 2.330 1.789 -0.6 0.2 0.3
C 0.416 2.272 2.314 -0.3 0.6 -0.5
C 1.350 1.728 1.238 -0.2 0.6 2.1
O 2.617 1.586 1.851 0.4 -1.5 -0.1
H -1.489 1.986 2.477 0.0 0.3 -0.6
H 0.734 3.236 2.776 0.0 -0.1 -0.8
H 0.417 1.622 3.144 0.3 -1.2 1.0
H 1.483 2.436 0.465 -0.4 0.6 -1.4
H 0.995 0.755 0.921 0.0 0.0 -0.2
H 2.914 2.445 2.102 0.5 0.8 0.2
O 1.608 -2.816 3.554 1.3 -1.6 1.1
H 1.660 -1.919 3.815 -0.1 1.3 0.2
H 1.121 -2.859 2.758 -0.9 0.1 -1.1
O 3.290 -0.518 0.069 1.2 -2.7 -1.4
H 3.807 -1.210 0.547 -0.6 1.2 -0.2
H 2.933 0.092 0.677 -0.1 1.3 1.6
O 0.801 -1.839 0.378 0.3 -0.2 -0.2
H 1.691 -1.558 0.111 0.2 0.0 0.2
H 0.262 -1.255 -0.167 -0.2 0.2 -0.3